[1]
A structure of composition C35H30N5O4PtS in a non-equilibrium geometry, computed with ωB97M-V/def2-TZVPD.

```
! wB97M-V def2-TZVPD RIJCOSX def2/J DEFGRID3
* xyz 1 3
Pt -0.03970 -1.63310 0.23997
C -4.37002 -1.57721 0.55605
O -3.88754 -2.91753 0.67953
C -2.55419 -2.84039 0.52636
N -2.07344 -1.59880 0.32095
C -3.12789 -0.73231 0.87116
C -3.38989 0.78269 -0.95361
C -2.25448 0.53254 -1.88361
C -2.37421 1.32294 -3.20054
C -3.74334 1.64131 -3.68288
C -4.73450 1.68896 -2.79126
C -4.52135 1.35622 -1.38937
C -1.70123 -3.91983 0.74827
C -1.98757 -5.28750 1.08908
C -0.95925 -6.12187 1.38649
C 0.39308 -5.65580 1.36848
C 0.62191 -4.35169 1.04847
N -0.40032 -3.52280 0.72239
C 1.90143 -3.67447 0.88137
N 1.93540 -2.44631 0.47218
C 3.33991 -2.16457 0.11843
C 4.06977 -3.33384 0.80139
O 3.03981 -4.31215 1.04009
C 3.90652 -0.83686 0.51935
C 5.12260 -0.43920 -0.02201
C 5.70719 0.75134 0.37412
C 5.05422 1.59149 1.26732
C 3.83118 1.20929 1.78662
C 3.27632 -0.01889 1.44192
H -5.22333 -1.43583 1.21265
H -4.69020 -1.39193 -0.47460
H -2.99987 -0.58729 1.93254
H -1.94428 -0.50033 -1.93297
H -1.77937 0.85352 -3.97647
H -3.93189 1.90192 -4.72473
H -5.74409 1.96076 -3.07654
H -5.31052 1.57404 -0.66387
H -3.02037 -5.61765 1.07648
H -1.14005 -7.15669 1.62133
H 1.22653 -6.30254 1.58193
H 3.38951 -2.23718 -0.96652
H 4.45168 -3.02616 1.77555
H 4.83529 -3.79815 0.20199
H 5.62007 -1.05268 -0.75936
H 6.66928 1.04887 -0.03076
H 5.48484 2.53951 1.56104
H 3.32185 1.86975 2.48496
H 2.31632 -0.31250 1.85206
C -2.31680 5.23615 3.11141
C -1.91288 4.31556 2.00360
C -1.38450 3.04054 2.22859
C -1.00577 2.21177 1.18570
C -1.15325 2.66099 -0.11794
C -1.67397 3.91730 -0.36326
C -2.03910 4.73221 0.68759
S -0.83583 1.66592 -1.56572
O -3.19999 0.57462 0.37402
O -1.71844 2.52416 -2.72424
N 0.34770 0.19108 -0.41439
C 1.52185 0.32494 -1.17177
C 2.25034 1.51403 -1.15199
C 3.34572 1.60168 -1.97010
C 3.65047 0.54839 -2.82758
C 2.81236 -0.56297 -2.81736
N 1.78086 -0.70416 -1.98631
H -2.50099 4.71877 4.05005
H -3.24409 5.77516 2.85032
H -1.53966 5.99458 3.28823
H -1.29451 2.67648 3.24698
H -0.60915 1.23096 1.40599
H -1.83365 4.26968 -1.36439
H -2.44959 5.70615 0.48012
H 1.97405 2.30310 -0.45374
H 3.95162 2.50166 -1.98030
H 4.48319 0.58801 -3.52195
H 2.98220 -1.37788 -3.51302
*
```

## Properties
Gap between HOMO and LUMO (spin up / spin down)   6.00 / 7.08 eV
M   811.8 u
Expectation value of S²   2.02

=====

[2]
An isolated molecule of C15H21NO3 in a non-equilibrium geometry, computed with ωB97M-V/def2-TZVPD.

```
! wB97M-V def2-TZVPD RIJCOSX def2/J DEFGRID3
* xyz 0 1
C -2.50841 -2.95736 -1.10297
C -2.19756 -1.60227 -0.60778
C -3.03396 -0.45245 -0.95913
C -2.96351 0.68707 -0.40916
C -1.95519 0.76997 0.36552
C -1.18199 -0.20014 0.89812
C -1.40329 -1.49579 0.45695
H -0.67730 -2.16586 0.41125
O -0.16699 0.21177 1.63782
C 0.81925 -0.87483 2.10963
C 1.62027 -1.17768 1.02215
O 1.66640 -2.48029 0.71063
N 2.38446 -0.66039 0.15614
C 2.45919 1.03467 0.57013
H 3.13584 1.12608 1.22263
C 2.84318 1.62817 -0.60309
H 2.22867 1.31546 -1.48732
O 4.17019 1.20378 -1.04796
C 4.60169 0.01060 -0.89304
H 5.14554 -0.40241 -1.49276
C 3.19891 -0.96595 -0.87160
H 3.37925 -1.90506 -0.40183
H 2.72289 -0.81611 -1.69117
H 4.95668 -0.10616 0.31124
H 2.96887 2.90788 -0.79587
H 1.54296 1.35485 0.80797
H 0.25907 -1.86635 2.55652
H 1.44800 -0.21179 2.85854
C -1.85433 2.26829 1.23561
H -1.46325 2.98952 0.42878
H -2.68064 2.76519 1.54585
H -1.02123 2.24412 1.74637
C -3.91557 1.87548 -0.73839
H -3.41277 2.54898 -1.19307
H -4.70182 1.43438 -1.49475
H -4.44741 2.39659 0.15277
H -3.97343 -0.70336 -1.80298
H -1.63389 -3.50569 -0.91535
H -2.94681 -2.84591 -2.19212
H -3.41199 -3.37698 -0.50430
*
```

## Properties
Gap between HOMO and LUMO   8.60 eV
Relative energy (zero: lowest compared OMol25 entry of this formula, charge and spin)   353.2 kcal per mole
M   263.3 u
SMILES string   Cc1cc(C)c(C)c(OCC(=O)N2CCOCC2)c1

=====

[3]
A structure of composition C4H5I2NO2 in a non-equilibrium geometry, computed with ωB97M-V/def2-TZVPD.

```
! wB97M-V def2-TZVPD RIJCOSX def2/J DEFGRID3
* xyz 0 1
C 1.14296 0.74843 1.36080
C -0.85586 -0.22292 1.11873
C -0.05693 -0.30816 -0.28163
C -0.85618 -0.06707 -1.52338
N 1.05094 0.45755 0.00623
O 2.02254 1.42337 1.82643
O 0.04281 0.28484 2.04991
I 0.69238 -2.47873 -0.44993
I 2.72835 0.79676 -1.02342
H -1.61242 0.66207 1.05014
H -1.20701 -1.27704 1.36318
H -0.37455 0.00215 -2.51103
H -1.24891 0.93583 -1.28637
H -1.46812 -0.95707 -1.69965
*
```

## Properties
Gap between HOMO and LUMO   8.67 eV
Relative energy (zero: lowest compared OMol25 entry of this formula, charge and spin)   5.5 kcal per mole
M   352.9 u

=====

[4]
The ion C3H10NS with charge +1, computed with ωB97M-V/def2-TZVPD.

```
! wB97M-V def2-TZVPD RIJCOSX def2/J DEFGRID3
* xyz 1 1
C -0.27693 0.47321 0.80614
C -0.11575 -0.49443 -0.34849
C 1.36752 -0.57396 -0.73671
S 1.52828 -0.50720 -2.55036
N -1.75375 0.53934 1.22013
H -0.04528 1.47999 0.45438
H 0.29071 0.20464 1.69187
H -0.51277 -1.46986 -0.09298
H -0.70993 -0.12660 -1.18669
H 1.96412 0.21075 -0.27052
H 1.80203 -1.50576 -0.38372
H 2.72651 0.08656 -2.61233
H -2.16442 -0.39463 1.15733
H -2.24913 1.22611 0.65663
H -1.85124 0.85185 2.19533
*
```

## Properties
Gap between HOMO and LUMO   8.42 eV
Relative energy (zero: lowest compared OMol25 entry of this formula, charge and spin)   11.9 kcal per mole
M   92.2 u
SMILES string   [NH3+]CCCS

=====

[5]
A cluster of 2 separate species, C5H7IN2 in total in a non-equilibrium geometry, computed with ωB97M-V/def2-TZVPD.

```
! wB97M-V def2-TZVPD RIJCOSX def2/J DEFGRID3
* xyz 0 1
C -1.30100 0.46376 1.50357
C -2.04758 -0.18209 -0.40961
C -0.22115 0.17600 0.77656
C 0.12712 -0.35932 -1.81331
C 2.16362 0.46945 1.14718
N -2.45191 0.12334 0.79488
N -0.64822 -0.06835 -0.52550
I 3.13105 -1.19896 0.55535
H -1.43153 0.68312 2.60032
H -2.64172 -0.55954 -1.21879
H -0.51043 -1.05165 -2.46903
H 0.56683 0.49014 -2.30923
H 1.07507 -0.84197 -1.32043
H 2.08114 0.58628 2.22002
H 2.10873 1.26978 0.46801
*
```

## Properties
Gap between HOMO and LUMO (spin up / spin down)   8.07 / 8.07 eV
Relative energy (zero: lowest compared OMol25 entry of this formula, charge and spin)   100.1 kcal per mole
M   222.0 u

=====

[6]
An isolated molecule of C23H32N4O4S in a non-equilibrium geometry, computed with ωB97M-V/def2-TZVPD.

```
! wB97M-V def2-TZVPD RIJCOSX def2/J DEFGRID3
* xyz 0 1
C 6.95695 1.56061 1.75108
C 5.93792 1.70464 0.65979
C 5.89042 2.86408 -0.10266
C 4.95802 2.97860 -1.11811
C 4.07376 1.95337 -1.38353
C 4.09084 0.78026 -0.62133
C 5.04009 0.68147 0.39903
H 5.08534 -0.20118 1.01918
N 3.22101 -0.25543 -0.94172
C 3.42180 -1.58464 -0.41369
C 2.60073 -1.81959 0.85599
N 1.19359 -1.59310 0.56661
C 0.32709 -2.60204 0.80437
O 0.72974 -3.68807 1.19464
C -1.18103 -2.42015 0.61594
H -1.59349 -3.38307 0.94794
C -1.78676 -1.33743 1.51789
C -3.29895 -1.26017 1.29128
N -3.65550 -1.12685 -0.10692
S -3.40191 0.40167 -0.74445
O -2.13979 0.97840 -0.35711
O -3.68355 0.32701 -2.14738
C -4.70459 1.29111 0.04455
C -6.03124 1.20287 -0.29431
O -6.72921 2.02373 0.49327
N -5.88771 2.66044 1.34889
C -4.67485 2.24398 1.10380
C -3.49031 2.71994 1.85515
H -3.61339 3.76801 2.11294
H -2.59752 2.57508 1.25281
H -3.38600 2.15456 2.78093
C -6.71543 0.38714 -1.31768
H -6.02324 0.20120 -2.13497
H -7.60324 0.90366 -1.67344
H -7.01724 -0.56922 -0.89144
C -3.12502 -2.19469 -0.93358
C -1.60125 -2.24438 -0.84779
H -1.21722 -1.31619 -1.26613
H -1.22212 -3.07815 -1.44124
H -3.57038 -3.13438 -0.59336
H -3.44958 -1.99024 -1.95429
H -3.78740 -2.16669 1.66340
H -3.71982 -0.39979 1.81585
H -1.35960 -0.35957 1.31143
H -1.59072 -1.58372 2.56332
C 0.97229 -0.25403 0.07088
H -0.06848 -0.05973 -0.16690
H 1.28389 0.45364 0.85263
C 1.82087 0.03271 -1.19251
H 1.72162 1.10229 -1.39085
C 1.30291 -0.73419 -2.41011
H 1.16883 -1.78925 -2.18621
H 2.01044 -0.63822 -3.23012
H 0.34800 -0.32187 -2.72625
H 2.71273 -2.84439 1.21135
H 2.91276 -1.12146 1.64176
H 4.48189 -1.75175 -0.22775
H 3.10170 -2.30331 -1.17481
H 3.37918 2.05433 -2.20335
H 4.92626 3.87529 -1.72023
H 6.58203 3.66911 0.09655
H 7.04087 2.48258 2.32322
H 6.69760 0.74938 2.42726
H 7.93541 1.34578 1.32048
*
```

## Properties
Gap between HOMO and LUMO   8.17 eV
Relative energy (zero: lowest compared OMol25 entry of this formula, charge and spin)   95.2 kcal per mole
M   460.6 u
SMILES string   Cc1cccc(N2CCN(C(=O)C3CCN(S(=O)(=O)c4c(C)noc4C)CC3)C[C@@H]2C)c1